A molecular structure, C10H27BrN4Si2, computed with ωB97M-V/def2-TZVPD.

Geometry as ORCA input:
```
! wB97M-V def2-TZVPD RIJCOSX def2/J DEFGRID3
* xyz 0 1
C -0.74908 2.38228 -1.82509
N -1.51312 3.44717 -1.10197
C -3.01762 3.37069 -1.19169
C -3.25949 4.32156 -2.33822
N -2.35978 5.39963 -1.83219
C -1.24185 4.71743 -1.50913
N -0.00723 5.17686 -1.57243
Br 0.36814 6.88554 -2.12592
H -1.42957 1.74807 -2.38054
H -0.22357 1.76900 -1.10350
H -0.07118 2.80988 -2.55472
H -3.37913 2.36220 -1.31139
H -3.32609 3.84228 -0.26570
H -4.28148 4.58528 -2.57148
H -2.79962 3.94790 -3.25262
H -2.25891 6.24311 -2.37746
H 0.74772 4.57407 -1.28512
C -0.44713 0.33448 1.69109
Si 0.02059 -1.42106 1.11970
C -0.06988 -1.34043 -0.77562
C -1.39380 -2.54515 1.69504
N 1.52094 -1.81439 1.71558
Si 2.35370 -3.24799 1.45871
C 2.76890 -3.58995 -0.36324
C 1.47130 -4.78983 2.12208
C 4.01687 -3.17858 2.35812
H -1.43640 0.63027 1.31041
H -0.47564 0.38423 2.78024
H 0.29087 1.06027 1.33349
H -1.01059 -0.85215 -1.07922
H -0.04417 -2.32266 -1.24899
H 0.76695 -0.74763 -1.15580
H -1.35334 -2.67208 2.77767
H -1.33726 -3.52975 1.22694
H -2.37422 -2.12072 1.43888
H 1.88035 -3.86182 -0.93876
H 3.47948 -4.42009 -0.45606
H 3.22212 -2.70752 -0.82013
H 1.14447 -4.62355 3.15013
H 2.13955 -5.65937 2.11663
H 0.59809 -5.05035 1.51916
H 3.86613 -3.04591 3.43132
H 4.61942 -2.34728 1.98538
H 4.58458 -4.10393 2.20637
*
```

Output
HOMO level, eV: -5.42

A molecular structure, C10H27Cd2N2O6Tl, computed with ωB97M-V/def2-TZVPD.

Geometry as ORCA input:
```
! wB97M-V def2-TZVPD RIJCOSX def2/J DEFGRID3
* xyz 4 1
Cd -3.37869 18.03936 -4.67814
Cd -3.74553 18.59108 -1.61256
Tl -0.68288 20.92494 -3.99372
C -1.83516 14.76207 -2.45644
C -3.00719 15.81196 -2.72445
O -3.35696 16.06392 -3.92012
O -3.56266 16.38272 -1.73337
H -1.23100 14.71925 -3.36267
H -2.12282 13.75328 -2.16030
H -1.06408 15.04321 -1.73916
O -4.76563 18.63906 -3.37936
H -5.37618 17.89147 -3.22808
O -2.11763 18.64318 -3.05662
H -1.62796 17.84367 -2.78176
C 4.41963 21.48722 -3.00947
C 3.15205 20.81075 -3.48870
C 2.71934 19.82722 -2.42010
O 1.51261 19.15012 -2.75494
C 1.34250 17.91058 -2.12368
N 2.19325 21.88263 -3.75743
H 4.92025 22.26250 -3.58949
H 5.19752 20.72673 -2.94121
H 4.32111 21.85938 -1.98972
H 3.48384 20.30795 -4.39711
H 2.54589 20.34942 -1.47919
H 3.42540 19.00045 -2.34247
H 1.56123 17.79713 -1.06190
H 1.97110 17.33110 -2.79982
H 0.31150 17.56010 -2.17162
H 2.57111 22.27945 -4.60588
H 2.55360 22.58562 -3.12810
C -0.59162 17.28975 0.60975
C -2.03885 17.67073 0.94296
C -2.23334 18.00537 2.40345
O -1.41225 19.04388 2.72663
C -1.65362 19.73979 3.99397
N -2.34080 18.77111 0.07116
H -0.74620 16.70271 -0.29556
H -0.06944 16.63632 1.30865
H 0.00586 18.17661 0.39857
H -2.76901 16.87063 0.82115
H -1.99426 17.05277 2.87619
H -3.30432 18.19989 2.46061
H -1.37157 19.10741 4.83579
H -2.67582 20.11042 4.07033
H -1.03542 20.63351 4.07882
H -1.38377 19.03603 -0.11327
H -2.47704 19.55039 0.69905
*
```

Output
HOMO level, eV: -21.28

A molecular structure, C10H27ClIIrOP2S, computed with ωB97M-V/def2-TZVPD.

Geometry as ORCA input:
```
! wB97M-V def2-TZVPD RIJCOSX def2/J DEFGRID3
* xyz 2 5
C 0.00366 0.69127 -6.32827
C 0.00837 1.39474 -4.93903
H 0.00682 1.52288 -7.06793
H -0.92724 0.07774 -6.44442
H 0.92880 0.06944 -6.44651
O 0.01799 2.56852 -4.63271
I -0.00486 0.10541 -3.10370
Ir 0.01195 -0.03824 -0.04755
P 2.32708 -0.06251 0.27909
C 3.03362 1.23332 1.37278
C 3.02158 -1.62066 0.95150
H 4.10559 -1.67872 0.80269
H 4.07239 0.03184 -1.44641
H 2.56227 -2.48194 0.45269
H 2.47156 -0.47564 -2.09741
H 2.67807 1.10875 2.40701
H 2.82679 -1.69401 2.02708
C 2.99084 0.21472 -1.40150
H 4.13308 1.22605 1.39339
H 2.76818 1.25545 -1.69245
H 2.71379 2.22719 1.02078
P -2.29794 -0.02297 0.30971
C -2.98819 1.28845 1.39454
C -2.97483 0.25977 -1.36095
H -2.55903 -2.43892 0.49101
H -4.08288 -1.61550 0.86259
H -2.79303 -1.65072 2.06842
C -2.99722 -1.57061 0.99586
H -2.47084 -0.43682 -2.06208
H -4.05890 0.08849 -1.38725
H -4.08810 1.29787 1.40449
H -2.65167 2.27551 1.03719
H -2.74472 1.29991 -1.65075
H -2.64576 1.16660 2.43369
Cl -0.00239 -2.20109 -0.90841
C -0.11216 -1.66582 4.01701
S -0.02257 -0.74931 2.11469
C 0.02709 0.88859 2.92641
H -0.22218 -2.74847 3.81606
H -0.99703 -1.20359 4.50264
H 0.82466 -1.38924 4.53411
H -0.80401 0.85084 3.62562
H 0.92435 0.87059 3.53852
H -0.01295 1.73081 2.23776
*
```

Output
HOMO level (spin up / spin down), eV: -14.27 / -14.89

A molecular structure, C10H28AgClN2O4, computed with ωB97M-V/def2-TZVPD.

Geometry as ORCA input:
```
! wB97M-V def2-TZVPD RIJCOSX def2/J DEFGRID3
* xyz 1 2
Ag 0.03115 0.22775 0.34729
Cl 0.97299 1.12210 2.49332
C -4.40070 1.18675 0.56188
C -2.90998 1.22395 0.27780
C -2.41067 2.65640 0.13732
O -1.04627 2.63305 -0.14922
C -0.50289 3.94121 -0.22297
N -2.05360 0.52234 1.23898
H -4.99836 1.17537 -0.34886
H -4.73665 1.98975 1.21957
H -4.66862 0.24938 1.06530
H -2.72699 0.79292 -0.71265
H -2.58590 3.16594 1.10060
H -2.98500 3.17842 -0.63458
H 0.56392 3.84198 -0.40098
H -0.71694 4.50341 0.68697
H -0.94903 4.48571 -1.06644
H -2.45423 -0.38248 1.48109
H -2.07943 1.01732 2.13382
C 2.09458 -3.69484 2.03710
C 2.03801 -2.23575 1.65609
C 3.03097 -1.90584 0.55178
O 2.72620 -0.65610 -0.04960
C 3.84539 -0.09776 -0.69609
N 0.64939 -1.85211 1.26428
H 1.45073 -3.87518 2.89570
H 3.10165 -3.99491 2.34204
H 1.83047 -4.32078 1.18283
H 2.28218 -1.59065 2.50030
H 3.03579 -2.68849 -0.21999
H 4.01482 -1.82990 1.02459
H 3.51683 0.85001 -1.11440
H 4.20094 -0.74727 -1.50219
H 4.65049 0.08809 0.01897
H 0.19080 -2.61688 0.76411
H 0.07443 -1.81377 2.10699
C -0.21834 -1.30230 -2.32843
C 0.06666 0.07597 -2.88755
O 0.59827 0.91930 -1.85828
O -1.11839 -1.23821 -1.16850
H 0.68086 -1.82642 -2.00394
H -0.70122 -1.89675 -3.10330
H -0.87548 0.47756 -3.27215
H 0.80962 -0.03672 -3.68150
H 0.65978 1.82038 -2.19070
H -1.97824 -1.54192 -1.47641
*
```

Output
Energy above the lowest of the compared OMol25 structures with the same formula, charge and spin, kcal per mole: 0.0
HOMO level (spin up / spin down), eV: -12.47 / -12.20

A molecular structure, C10H28AgN4O6, computed with ωB97M-V/def2-TZVPD.

Geometry as ORCA input:
```
! wB97M-V def2-TZVPD RIJCOSX def2/J DEFGRID3
* xyz 0 2
Ag -0.84311 0.86753 0.64200
C 0.80890 -0.40311 -5.11560
C 1.61589 -0.67121 -3.85066
C 3.02247 -1.18037 -4.12349
O 1.62044 0.42574 -2.98647
H 1.15417 -1.13053 -5.85028
H 1.11278 0.58023 -5.47448
H -0.26394 -0.36965 -4.92585
H 1.21901 -1.52055 -3.29461
H 3.52730 -1.56697 -3.23817
H 3.68893 -0.37929 -4.44319
H 2.95065 -2.00103 -4.83725
C 1.67776 -5.24878 1.31018
C 1.71998 -4.00818 2.21353
C 3.14543 -3.37490 2.03715
O 0.69805 -3.00053 2.03050
H 2.09051 -5.15038 0.30616
H 0.63583 -5.56868 1.32294
H 2.29135 -5.98642 1.82739
H 1.57539 -4.32070 3.24771
H 3.77165 -4.25923 2.15505
H 3.28848 -2.61642 2.80679
H 3.42285 -2.95737 1.06927
C -4.24725 3.84731 2.26723
C -3.40439 4.76058 1.41363
O -2.81442 4.12320 0.22676
O -3.46096 2.71668 2.64403
H -5.09498 3.45824 1.70324
H -4.41078 4.35389 3.21840
H -2.57368 5.09313 2.03608
H -4.01892 5.59218 1.06883
H -2.44986 4.81682 -0.32784
H -3.93054 2.35004 3.39681
C 3.13848 4.36022 3.12119
O 2.07074 3.76098 2.91558
N 4.21988 3.82898 2.65877
N 3.29674 5.59024 3.60788
H 5.03649 4.41889 2.58622
H 4.24942 2.94787 2.16595
H 2.55536 6.26633 3.49235
H 4.24315 5.93271 3.69228
C -4.39817 -2.56114 -1.69570
O -4.12163 -1.49288 -1.24180
N -3.80533 -3.66549 -1.39286
N -5.27851 -2.74811 -2.57898
H -3.15194 -3.61357 -0.62443
H -4.17845 -4.54846 -1.71106
H -5.95010 -2.01436 -2.75411
H -5.45095 -3.73369 -2.71683
*
```

Output
Energy above the lowest of the compared OMol25 structures with the same formula, charge and spin, kcal per mole: 132.3
HOMO level (spin up / spin down), eV: -5.41 / -5.41